86
Properties=species:S:1:pos:R:3:mulliken_charge:R:1 method="wB97M-V/def2-TZVPD" max_force_ha_per_bohr=0.02582 e_homo_ev=-15.51 homo_lumo_gap_ev=5.066 total_energy_ev=-126265.9033 total_charge=+3 relative_energy_kj_mol=0.0
Ta -0.755 -0.174 0.308 -0.752
N 0.242 0.128 2.337 -0.494
C 0.070 1.412 3.065 -0.704
C -1.407 1.648 3.154 -0.626
N -1.948 1.489 1.785 0.273
C -2.234 2.778 1.087 -0.520
C -1.196 2.980 0.017 -0.472
N -1.247 1.749 -0.822 -0.568
H -0.047 -0.647 2.937 0.378
H 1.253 -0.011 2.180 0.261
H 0.561 2.194 2.482 0.219
H 0.563 1.363 4.035 0.605
H -1.650 2.625 3.569 0.472
H -1.869 0.890 3.788 0.304
H -2.834 0.997 1.864 -0.141
H -2.252 3.604 1.796 0.573
H -3.229 2.707 0.638 -0.154
H -0.198 3.083 0.444 0.072
H -1.373 3.858 -0.602 0.667
H -0.663 1.875 -1.645 0.488
H -2.206 1.655 -1.175 -0.095
Cl 0.749 -1.493 -2.704 0.026
C -0.414 -1.000 -3.949 -0.604
Cl -1.652 0.051 -3.237 0.041
H -0.899 -1.886 -4.339 0.387
H 0.111 -0.442 -4.714 0.442
C 4.316 -3.120 1.204 -0.823
N 2.900 -2.962 0.825 0.128
C 2.153 -4.010 0.403 0.157
C 0.827 -3.913 0.083 -1.358
C 0.303 -2.627 0.191 0.177
O -0.901 -2.200 -0.060 0.043
N 1.038 -1.590 0.580 0.622
C 2.344 -1.702 0.978 0.044
O 2.942 -0.761 1.477 -0.747
H 4.590 -4.166 1.100 0.340
H 4.452 -2.801 2.234 0.329
H 4.935 -2.509 0.553 0.259
H 2.685 -4.951 0.342 0.461
H 0.241 -4.759 -0.241 0.622
F 4.033 -0.093 -1.160 -0.099
C 4.857 0.939 -1.361 0.317
C 6.164 0.713 -1.602 0.122
F 6.595 -0.527 -1.609 -0.285
C 7.090 1.794 -1.864 -0.024
C 6.504 3.114 -1.863 0.438
C 5.189 3.320 -1.620 -0.182
F 4.708 4.551 -1.620 -0.279
C 4.294 2.246 -1.340 0.642
C 2.942 2.467 -1.082 0.174
C 2.020 1.484 -0.707 1.064
N 1.094 0.871 -0.381 -0.370
C 2.249 3.720 -1.150 -0.595
N 1.513 4.605 -1.163 -0.486
F 7.269 4.147 -2.094 -0.245
C 8.424 1.585 -2.100 1.467
C 9.350 2.632 -2.378 -0.255
N 10.148 3.426 -2.617 -0.306
C 9.023 0.289 -2.084 -0.221
N 9.533 -0.740 -2.041 -0.359
O -2.539 -0.444 0.180 1.620
C -3.960 -0.961 0.240 2.373
C -4.101 -1.426 1.678 -1.020
C -5.235 -1.740 2.359 -0.658
C -4.985 -2.276 3.656 -0.796
C -3.662 -2.377 3.938 -0.733
S -2.709 -1.851 2.611 0.309
C -4.118 -2.096 -0.722 0.103
C -4.192 -2.076 -2.092 -0.605
C -4.280 -3.369 -2.655 -0.998
C -4.274 -4.350 -1.708 -0.481
S -4.177 -3.716 -0.136 -0.034
C -4.766 0.292 -0.024 0.152
C -5.507 1.022 0.861 -0.386
C -6.024 2.226 0.302 -1.006
C -5.648 2.409 -0.988 -0.545
S -4.692 1.104 -1.553 -0.085
H -6.229 -1.626 1.947 0.680
H -5.764 -2.576 4.342 0.521
H -3.195 -2.753 4.835 0.514
H -4.211 -1.184 -2.697 0.579
H -4.380 -3.561 -3.713 0.489
H -4.369 -5.415 -1.853 0.510
H -5.698 0.721 1.880 0.617
H -6.666 2.909 0.840 0.480
H -5.915 3.210 -1.661 0.554